# 1
74
Properties=species:S:1:pos:R:3 method="wB97M-V/def2-TZVPD" de_lowest_kcal_mol=3.9 lumo_ev=-8.29 energy_ev=-221846.467 orbital_gap_ev=4.643 homo_energy_ev=-12.93 total_charge=+2
Tc -0.34139 -0.41546 -0.83406
C 0.38300 -0.71178 -3.97513
O -0.61717 -0.82782 -2.92567
C -1.97460 -0.88396 -3.27189
C -2.40400 -0.95702 -4.58000
C -3.76677 -1.04664 -4.82707
C -4.67154 -1.05707 -3.77309
C -4.22043 -0.97340 -2.46687
C -2.86159 -0.88101 -2.21108
N -2.31196 -0.74728 -0.87221
N -3.21598 -0.75351 0.04719
C -2.94887 -0.69675 1.33661
C -1.62652 -0.62596 1.87345
O -0.58174 -0.47500 1.13232
C -1.42881 -0.72298 3.27782
C -2.49826 -0.79948 4.10280
C -3.85356 -0.78802 3.62914
C -4.92529 -0.82799 4.53335
C -6.21846 -0.80239 4.07287
C -6.46027 -0.74548 2.69569
C -5.41724 -0.72039 1.79422
C -4.09801 -0.73684 2.24986
H 0.20884 0.19858 -4.54190
H 0.32964 -1.59343 -4.60745
H 1.34102 -0.66422 -3.46848
H -1.70260 -0.94801 -5.40229
H -4.11520 -1.11250 -5.84936
H -5.73295 -1.12656 -3.96767
H -4.91222 -0.97363 -1.63736
H -0.41488 -0.73287 3.65066
H -2.33695 -0.86422 5.17344
H -4.71949 -0.87777 5.59609
H -7.04582 -0.82870 4.76903
H -7.47937 -0.71815 2.33240
H -5.61755 -0.67922 0.73254
S -0.41798 1.69494 -1.64746
C 0.42477 2.84507 -0.59563
C 0.08750 4.19157 -0.66100
C 0.70117 5.07845 0.21572
C 1.65058 4.63331 1.12741
C 2.00881 3.29174 1.16395
C 1.39239 2.40929 0.29302
As 1.84227 0.57881 0.06726
C 3.18205 0.63787 -1.30795
C 3.56907 -0.54415 -1.93365
C 4.53423 -0.51011 -2.93241
C 5.10296 0.70197 -3.30550
C 4.71874 1.87661 -2.67505
C 3.75532 1.85124 -1.67383
C 2.71439 0.05435 1.67674
C 2.08384 0.29931 2.89519
C 2.75560 0.01952 4.07469
C 4.04282 -0.50652 4.03339
C 4.65926 -0.75850 2.81658
C 3.99640 -0.48021 1.62791
H -0.65780 4.53713 -1.36576
H 0.43342 6.12665 0.18562
H 2.12246 5.33424 1.80333
H 2.76663 2.94560 1.85584
H 3.13593 -1.49292 -1.64307
H 4.84219 -1.42733 -3.42039
H 5.84895 0.73016 -4.08898
H 5.17006 2.81848 -2.95989
H 3.46395 2.77132 -1.18564
H 1.08943 0.72246 2.92212
H 2.28208 0.22062 5.02719
H 4.57033 -0.71153 4.95623
H 5.66191 -1.16492 2.78925
H 4.48279 -0.66916 0.68003
S 3.41862 -4.00452 -2.13369
As 3.06855 -5.59580 -0.97699
S 1.53712 -2.91227 0.70531
S 0.49111 -2.54840 -0.96185
S 1.72505 -4.92741 0.76403



# 2
36
Properties=species:S:1:pos:R:3 method="wB97M-V/def2-TZVPD" de_lowest_kcal_mol=173.4 lumo_ev=-0.46 energy_ev=-24954.176 orbital_gap_ev=9.219 homo_energy_ev=-9.68 smiles=O.O.O.O.O.O.O.O.O.O.O.O
O 0.53941 -0.91304 -0.68182
H -0.27654 -1.14394 -0.33875
H 0.71026 0.05392 -0.57637
O -1.81869 -3.85655 -0.02779
H -1.16162 -3.19083 -0.15566
H -2.62465 -3.26466 -0.21978
O -0.37425 -0.09834 3.72521
H -0.64613 -0.85523 3.17595
H -1.23198 0.22331 3.96565
O 2.61063 -2.73596 3.47375
H 2.54921 -2.53550 4.37049
H 1.72192 -2.76390 3.13439
O -1.53586 2.84581 0.56045
H -1.86005 1.99897 0.88714
H -0.74818 2.56741 0.25123
O -1.80195 2.50825 -2.76350
H -1.72938 1.88028 -3.45112
H -1.56639 1.94550 -2.00831
O 3.52712 -0.04667 1.94279
H 3.88965 0.45766 2.71640
H 2.70961 0.26268 1.66573
O 2.23984 -1.43322 1.38980
H 3.15553 -1.65830 1.06440
H 1.84335 -2.24018 1.26399
O -2.70422 -1.26903 -2.45495
H -2.18109 -0.48558 -2.45739
H -3.68341 -1.11917 -2.68646
O 0.48151 -3.67533 -4.21792
H 0.00990 -4.17930 -4.89817
H 1.18141 -4.23052 -3.91811
O 1.37085 4.64779 -0.12374
H 1.86779 5.39420 -0.45494
H 1.79982 3.77307 -0.40701
O -2.46306 4.08301 -0.66449
H -2.68402 4.90199 -1.18900
H -1.61562 3.75443 -0.99667



# 3
12
Properties=species:S:1:pos:R:3 method="wB97M-V/def2-TZVPD" de_lowest_kcal_mol=58.0 lumo_ev=0.58 energy_ev=-19146.488 orbital_gap_ev=9.383 homo_energy_ev=-8.81 smiles="OCSO.C=O"
O -3.27073 -0.55382 -0.00799
C -2.03266 -0.99944 -0.40267
S -0.95834 0.24164 -1.13492
O -0.69648 1.12016 0.25069
H -3.20379 0.29679 0.37655
H -2.11329 -1.70936 -1.08176
H -1.39558 -1.49779 0.54119
H -0.29488 0.63138 0.96912
C 2.90780 0.87397 0.14314
O 1.97491 0.50947 0.79927
H 3.47465 1.82010 0.31212
H 3.12703 0.32361 -0.81406